# CHAgO3

A structure of composition CHAgO3 at a distorted geometry (ωB97M-V with the def2-TZVPD basis set, the OMol25 dataset).

CARTESIAN COORDINATES (ANGSTROEM)
O1 -0.13 -0.80 0.39
H1 0.45 -1.23 1.02
O2 1.33 1.04 0.72
C1 0.40 0.60 0.08
Ag1 -1.77 -0.66 -1.34
O3 -0.29 1.05 -0.86

Computed properties:
Multiplicity: 1
E_LUMO (Eh): -0.06838
Orbital gap (eV): 7.8
Highest occupied orbital energy (eV): -9.62
Net charge: 0

Quick look at the Mulliken charges, all values in e: atom 1 (O): -0.544, atom 2 (H): 0.287, atom 3 (O): -0.543, atom 4 (C): 0.893, atom 5 (Ag): 0.626, atom 6 (O): -0.718